Formula: C37H41ClCuN13O3S2
Source: the Open Molecules 2025 dataset
Level of theory: ωB97M-V/def2-TZVPD

The geometry in XYZ format:
```
98
C37H41ClCuN13O3S2 ωB97M-V/def2-TZVPD
Cu -1.113 1.803 -1.619
Cl 6.817 2.161 7.181
S -1.865 3.758 -0.549
S -3.552 -0.479 -1.637
O -2.846 -0.930 -0.426
O 2.274 -3.696 2.387
O -4.793 0.220 -1.691
N 2.077 0.565 0.676
N -1.765 2.366 -3.311
N 2.622 3.547 -2.351
N -2.405 0.476 -2.364
N 1.191 -0.503 0.679
N 0.270 1.105 -0.572
N -3.799 1.252 -4.108
N 3.378 5.105 -3.660
N 3.138 4.024 -4.463
N -4.449 -5.583 -4.629
N 2.088 0.801 -3.389
N 1.151 0.786 -5.937
N -0.894 3.523 1.997
C 0.065 -3.779 4.096
C 5.481 1.564 6.320
C -4.259 -1.986 -3.832
C -1.926 3.336 1.156
C 4.966 2.232 5.142
C 0.153 -2.937 2.763
C -3.307 2.489 2.971
C -4.597 -3.127 -4.505
C 2.165 1.874 -4.164
C -2.137 3.453 -3.966
C 1.666 -0.311 -3.953
C -0.996 3.163 3.337
C -4.227 -4.419 -3.919
C 4.360 1.327 4.239
C -4.021 2.380 -4.814
C 1.612 -2.441 2.415
C 1.506 1.432 -0.167
C 5.119 0.246 6.609
C 4.165 -0.051 4.439
C -3.330 -3.227 -1.935
C 4.658 -0.599 5.618
C -0.476 -3.719 1.609
C 2.599 3.148 -3.637
C -3.093 2.765 1.654
C 2.185 -1.470 3.499
C 3.105 4.792 -2.351
C -2.190 2.753 3.836
C -2.730 1.324 -3.330
C -3.302 3.549 -4.704
C 1.790 -1.868 0.959
C 1.527 1.890 -5.398
C -3.687 -4.403 -2.601
C -0.801 -1.779 3.125
C -3.702 -2.012 -2.548
C 1.075 -0.334 -5.192
C 3.622 -1.015 3.318
C 0.066 -0.129 -0.107
H 1.638 -1.217 -3.330
H 3.929 1.668 3.307
H 0.050 3.267 3.831
H -1.794 -2.206 3.268
H -2.334 2.675 4.948
H -1.033 -3.805 4.391
H 4.981 3.250 5.007
H 0.657 -3.442 4.968
H -4.835 2.214 -5.461
H 0.237 -4.390 1.179
H -1.347 4.242 -4.068
H -5.051 -3.005 -5.493
H 1.585 -0.570 3.438
H 0.087 3.741 1.660
H -1.244 -4.388 2.014
H -3.939 2.388 0.958
H 0.586 -1.175 -5.549
H -5.061 -5.423 -5.470
H 3.238 5.381 -1.464
H 5.370 -0.067 7.616
H 2.092 -1.994 4.466
H -0.907 -3.189 0.761
H 1.919 2.368 -0.526
H -2.841 -3.272 -0.972
H -4.513 -6.518 -4.286
H 1.420 2.663 -6.124
H 4.262 -1.913 3.322
H -0.922 -1.090 2.268
H -3.666 4.506 -5.218
H -4.214 2.131 3.433
H 0.414 -4.783 3.963
H -0.792 -0.816 -0.173
H 4.636 -1.693 5.770
H 3.211 -3.575 2.213
H 2.884 -1.722 0.875
H 3.761 -0.462 2.383
H 3.699 5.963 -4.073
H 1.406 -2.628 0.251
H -3.489 -5.343 -2.131
H -0.430 -1.269 4.032
H -4.279 -0.916 -4.177
```

Results
LUMO energy (alpha / beta) = -3.22 / -4.34 eV
spin multiplicity = 2
energy = -143371.6916 eV
total charge = +1
orbital gap (alpha / beta) = 6.71 / 5.59 eV

Mulliken population analysis, charges in e, atoms 1 to 2: -1.893, -0.191

Formula: C37H41IKN10OPS
Source: the Open Molecules 2025 dataset
Level of theory: ωB97M-V/def2-TZVPD

The geometry in XYZ format:
```
93
C37H41IKN10OPS ωB97M-V/def2-TZVPD
I -0.151 1.963 1.664
K 0.745 -1.444 1.431
S 3.014 -1.138 -1.183
P -0.543 1.551 -1.711
O 1.959 0.298 2.422
N -0.772 -2.793 -0.420
N 3.871 -2.424 2.866
N 3.498 1.263 -0.048
N 5.155 -0.133 0.113
N 2.792 0.825 3.229
N -2.558 -0.742 0.392
N -0.981 -2.923 2.928
N 5.568 0.998 5.219
N -2.206 -5.591 5.907
N 1.824 -3.732 0.747
C -2.046 -4.972 3.579
C 0.150 -3.742 -1.065
C 3.168 2.270 -3.262
C -3.729 4.260 2.131
C 1.238 3.758 -1.937
C 4.471 2.021 0.726
C -2.447 -0.156 -5.567
C -2.596 3.433 2.236
C 3.751 0.029 3.667
C 3.420 3.598 -2.944
C -1.788 -4.727 4.931
C -2.155 3.564 -2.606
C 0.929 -4.576 -0.051
C 1.961 1.686 -2.908
C -1.890 3.026 1.135
C 3.898 0.026 -0.345
C -1.226 0.939 -3.300
C -1.109 -3.547 5.244
C -2.296 3.398 -0.192
C 4.743 0.570 4.540
C 5.613 0.997 0.914
C -1.627 -4.054 2.639
C -3.033 -0.309 -4.315
C -2.421 0.222 -3.193
C 3.828 -1.333 3.232
C 0.974 2.426 -2.251
C -2.111 -2.725 -1.003
C -3.823 4.846 -1.498
C -4.105 4.701 0.903
C -3.401 4.305 -0.260
C 2.455 4.336 -2.273
C -3.083 -2.036 -0.053
C -3.190 4.513 -2.653
C -0.649 1.088 -4.555
C -1.253 0.538 -5.681
C -1.717 2.977 -1.445
C -0.732 -2.702 4.222
H -2.917 -0.579 -6.446
H -2.492 -6.516 5.642
H -1.805 -4.231 1.585
H 2.645 5.371 -2.017
H -3.294 -0.171 0.790
H -0.872 -3.301 6.271
H 0.491 4.352 -1.426
H -0.424 -4.427 -1.695
H 2.323 -4.279 1.439
H 5.551 -1.056 0.165
H 1.459 -5.369 -0.594
H 1.797 0.634 -3.119
H 0.217 -5.056 0.624
H -4.656 5.538 -1.498
H -3.312 -2.704 0.784
H 4.046 2.342 1.677
H 2.544 1.554 -0.187
H 0.272 1.648 -4.671
H -0.790 0.667 -6.651
H -3.494 4.933 -3.602
H -1.819 -5.499 6.829
H -2.110 -2.212 -1.972
H -2.866 0.084 -2.213
H -2.462 -3.747 -1.173
H -3.967 -0.849 -4.215
H -4.263 4.560 3.022
H 6.565 1.374 0.544
H 4.797 2.901 0.170
H -2.565 -5.871 3.270
H -0.196 -1.788 4.458
H 0.859 -3.225 -1.721
H -4.948 5.371 0.787
H 2.533 -3.321 0.142
H -0.385 -1.859 -0.485
H 5.737 0.717 1.960
H -1.886 -0.876 1.141
H 3.918 1.678 -3.771
H -2.251 3.138 3.218
H 4.362 4.055 -3.219
H -1.714 3.253 -3.546
H -4.017 -1.860 -0.593
```

Results
LUMO energy = 0.24 eV
spin multiplicity = 1
energy = -100532.9918 eV
orbital gap = 7.89 eV

Mulliken population analysis, charges in e, atoms 1 to 2: 0.013, 0.722

Formula: C37H42As2N2O3SV
Source: the Open Molecules 2025 dataset
Level of theory: ωB97M-V/def2-TZVPD

The geometry in XYZ format:
```
88
C37H42As2N2O3SV ωB97M-V/def2-TZVPD
As 2.834 -0.907 0.525
As 0.013 -0.728 2.859
V 0.440 -0.174 0.471
S 0.921 1.926 1.405
O -2.563 -0.022 -1.244
O -4.175 2.195 0.545
O -1.608 0.037 0.801
N -0.181 -2.066 -0.556
N 0.367 0.701 -1.475
C -1.826 -4.468 2.890
C -0.728 3.350 3.103
C 4.285 -1.169 -0.816
C 1.143 -1.020 4.444
C 2.909 -1.332 6.594
C 1.301 -2.260 5.057
C -5.682 -1.500 1.670
C -1.335 -2.104 3.138
C -1.583 3.505 4.186
C -2.614 -1.907 3.644
C 0.931 -0.025 -2.638
C -0.272 2.084 2.722
C 4.342 1.290 -1.453
C 3.913 0.040 1.839
C 2.177 -2.415 6.129
C -5.928 0.894 1.584
C -1.982 2.402 4.930
C 6.413 0.161 -1.053
C -6.416 -0.356 1.949
C -0.715 0.976 3.447
C -3.089 -4.265 3.438
C 5.022 0.114 -1.119
C -4.450 -1.377 1.033
C -0.960 -3.391 2.741
C 6.421 2.484 -1.691
C 2.758 -0.090 5.988
C 1.882 0.065 4.921
C -4.706 1.000 0.932
C 0.159 -1.311 -2.910
C -2.613 -0.006 -0.008
C -3.959 -0.138 0.657
C 7.108 1.332 -1.336
C -1.536 1.142 4.560
C 5.032 2.461 -1.741
C 0.400 -2.412 -1.885
C -3.480 -2.984 3.804
C 2.975 -2.690 1.337
H -0.096 -2.849 0.081
H 2.606 -3.465 0.663
H -1.176 -1.896 -0.668
H 3.259 1.296 -1.460
H 6.959 -0.733 -0.771
H -7.372 -0.429 2.457
H -2.626 2.522 5.793
H 1.469 -2.564 -1.754
H -3.765 -5.102 3.569
H 0.027 -3.556 2.325
H -1.812 0.287 5.160
H 3.848 -1.583 -1.724
H -1.520 -5.459 2.578
H 3.591 -1.452 7.429
H 1.767 1.037 4.462
H -0.024 -3.343 -2.256
H -0.647 0.780 -1.596
H 4.048 1.072 1.531
H -1.925 4.497 4.464
H -6.501 1.790 1.803
H 4.484 3.361 -1.995
H 3.322 0.763 6.348
H 2.281 -3.386 6.601
H -4.471 -2.814 4.209
H 0.728 1.640 -1.421
H 2.392 -2.702 2.252
H -0.911 -1.087 -2.945
H 0.447 -1.691 -3.891
H -0.392 4.213 2.538
H 4.013 -2.901 1.583
H -4.756 2.910 0.815
H 0.929 0.594 -3.534
H -3.859 -2.265 0.833
H 3.383 0.028 2.785
H 4.970 -1.911 -0.410
H 6.960 3.397 -1.915
H 0.729 -3.112 4.718
H 4.881 -0.445 1.947
H 1.962 -0.283 -2.418
H 8.190 1.342 -1.276
H -6.058 -2.479 1.947
H -2.962 -0.911 3.878
```

Results
LUMO energy (alpha / beta) = 0.36 / 0.35 eV
spin multiplicity = 2
energy = -206375.4261 eV
orbital gap (alpha / beta) = 6.91 / 6.31 eV

Mulliken population analysis, charges in e, atoms 1 to 2: 1.855, 1.757

Formula: C37H42AsF6N5OS3TeTi
Source: the Open Molecules 2025 dataset
Level of theory: ωB97M-V/def2-TZVPD

The geometry in XYZ format:
```
97
C37H42AsF6N5OS3TeTi ωB97M-V/def2-TZVPD
Te 0.817 -1.288 2.864
As -2.455 -3.544 -2.160
Ti -0.431 -0.167 0.012
S 3.105 -1.256 -3.076
S -2.946 0.054 -2.294
S 1.985 0.682 0.672
F -1.413 -2.242 -1.419
F -1.024 -4.173 -2.891
F -2.699 -2.548 -3.572
F -3.846 -2.831 -1.397
F -3.430 -4.802 -2.863
F -2.194 -4.506 -0.739
O -2.217 0.454 -1.037
N 0.205 2.372 1.672
N 1.233 -1.259 -1.369
N 2.327 3.212 1.605
N -2.010 -0.814 1.302
N -0.625 1.359 1.467
C 1.526 3.098 -3.366
C 1.992 1.802 -3.252
C 1.173 -6.027 0.016
C 0.348 1.354 -1.517
C -1.809 1.482 1.936
C 0.292 -5.572 1.190
C -3.887 -2.139 1.913
C -2.630 -1.971 1.345
C 1.823 -0.468 -2.177
C -3.505 1.987 -4.096
C -1.751 0.372 -3.645
C -4.525 -1.017 2.405
C -3.886 0.210 2.395
C -0.102 2.650 -1.663
C 1.217 -3.591 -0.625
C 2.450 -2.622 2.613
C 1.705 -2.542 -1.389
C 0.333 -6.882 -0.941
C -1.998 1.756 -4.221
C 3.730 2.930 1.780
C 0.481 3.537 -2.575
C -2.605 0.276 1.890
C 3.414 -2.464 1.604
C -3.851 1.604 -2.670
C 1.734 -4.851 -0.765
C 4.054 2.227 3.094
C 4.735 -4.266 2.493
C 1.484 2.168 1.317
C 2.743 -2.759 -2.279
C -2.350 2.748 2.504
C 2.774 -5.057 -1.693
C 4.535 -3.277 1.546
C 3.791 -4.445 3.487
C 2.664 -3.632 3.545
C 3.298 -4.015 -2.445
C 2.316 -6.869 0.583
C 1.420 0.930 -2.334
H -0.735 0.224 -3.218
H 3.549 1.271 3.126
H 3.193 -6.038 -1.824
H 4.097 -4.178 -3.138
H -1.455 2.511 -3.641
H -3.775 3.022 -4.300
H -5.527 -1.101 2.806
H 0.405 -3.376 0.090
H 2.808 1.466 -3.873
H 5.118 2.061 3.185
H -0.094 -7.719 -0.407
H -2.123 -2.824 0.899
H 1.984 3.772 -4.075
H -0.592 -5.081 0.848
H 0.119 4.550 -2.658
H -4.055 1.352 -4.788
H -4.363 1.092 2.787
H 3.716 2.828 3.932
H 1.897 -7.698 1.141
H 3.306 -1.688 0.884
H 5.605 -4.901 2.453
H -0.920 3.010 -1.045
H 4.249 3.887 1.701
H -1.616 3.529 2.330
H -3.450 2.318 -1.951
H 1.950 -3.766 4.333
H -4.903 1.438 -2.477
H 0.846 -4.904 1.843
H -3.282 2.998 2.007
H -2.537 2.685 3.571
H -1.662 1.815 -5.253
H 1.922 3.911 2.225
H -0.022 -6.435 1.767
H 2.952 -7.283 -0.191
H 3.923 -5.215 4.231
H 2.927 -6.275 1.239
H -0.482 -6.285 -1.371
H -4.355 -3.106 1.919
H 5.254 -3.126 0.762
H -1.951 -0.412 -4.351
H 4.044 2.301 0.938
H 0.939 -7.268 -1.753
```

Results
LUMO energy (alpha / beta) = 2.11 / 2.07 eV
spin multiplicity = 2
energy = -188614.6118 eV
total charge = -1
orbital gap (alpha / beta) = 5.40 / 5.37 eV

Mulliken population analysis, charges in e, atoms 1 to 2: 0.131, 2.121

Energy above the lowest of the compared OMol25 structures with the same formula, charge and spin, respectively: 2.964 0.341 0.335 1.783 eV.